Record 1
ORCA calculation (wB97M-V/def2-TZVPD) on 6 unconnected molecules or ions with the total composition C29H29F3N5O2S in a non-equilibrium geometry.

Calculated values
* frontier orbital gap: 5.41 eV
* charge: -1
* calculated total energy: -61073.615 eV

Cartesian coordinates (Å):
C (-1.291, 1.402, 3.934)
C (-0.652, 0.240, 3.549)
C (0.363, 0.250, 2.547)
S (-0.196, 0.920, 1.075)
O (-0.735, 2.257, 1.173)
O (-1.111, 0.037, 0.362)
C (1.334, 1.026, -0.006)
F (2.439, 1.157, 0.730)
F (1.231, 2.048, -0.854)
F (1.452, -0.121, -0.696)
H (-0.670, 2.235, 4.228)
H (-2.364, 1.532, 3.880)
H (-0.861, -0.733, 4.007)
H (0.618, -0.780, 2.284)
N (2.278, 5.876, -0.690)
C (1.740, 7.047, -1.028)
C (0.378, 7.303, -1.012)
C (-0.477, 6.280, -0.626)
C (0.059, 5.054, -0.272)
C (1.438, 4.906, -0.320)
H (2.445, 7.817, -1.326)
H (-0.003, 8.276, -1.294)
H (-1.548, 6.439, -0.600)
H (-0.571, 4.229, 0.036)
H (1.901, 3.972, -0.047)
N (0.088, -3.658, -0.538)
C (-0.906, -2.818, -0.222)
C (-2.198, -3.237, 0.063)
C (-2.480, -4.591, 0.017)
C (-1.463, -5.477, -0.308)
C (-0.202, -4.964, -0.573)
H (-0.649, -1.766, -0.198)
H (-2.959, -2.512, 0.314)
H (-3.479, -4.954, 0.232)
H (-1.642, -6.544, -0.354)
H (0.626, -5.619, -0.826)
N (-2.732, 5.968, 3.551)
C (-1.755, 6.370, 2.738)
C (-1.111, 7.593, 2.855)
C (-1.506, 8.449, 3.869)
C (-2.521, 8.050, 4.723)
C (-3.095, 6.804, 4.521)
H (-1.480, 5.670, 1.959)
H (-0.322, 7.863, 2.166)
H (-1.028, 9.414, 3.993)
H (-2.859, 8.687, 5.529)
H (-3.891, 6.448, 5.168)
N (2.788, -5.846, -0.504)
C (3.100, -4.567, -0.281)
C (4.352, -4.149, 0.151)
C (5.329, -5.104, 0.368)
C (5.021, -6.437, 0.144)
C (3.744, -6.750, -0.290)
H (2.303, -3.854, -0.460)
H (4.549, -3.098, 0.313)
H (6.317, -4.816, 0.707)
H (5.755, -7.216, 0.302)
H (3.462, -7.781, -0.480)
N (-1.729, -3.463, -4.653)
C (-1.972, -3.746, -5.931)
C (-1.781, -4.999, -6.494)
C (-1.307, -6.017, -5.682)
C (-1.047, -5.742, -4.350)
C (-1.275, -4.454, -3.885)
H (-2.339, -2.919, -6.530)
H (-1.998, -5.171, -7.540)
H (-1.142, -7.010, -6.082)
H (-0.675, -6.506, -3.682)
H (-1.088, -4.197, -2.851)

---

Record 2
ORCA calculation (wB97M-V/def2-TZVPD) on a single C5H9NO molecule.

Calculated values
* frontier orbital gap: 10.22 eV
* energy above the lowest of the compared OMol25 structures with the same formula, charge and spin: 2.034 eV
* SMILES: CC(=O)[C@@H]1CN1C
* calculated total energy: -8867.178 eV

Cartesian coordinates (Å):
C (1.451, 0.141, -1.639)
N (0.761, 0.173, -0.361)
C (0.965, -0.915, 0.561)
C (-0.345, -0.729, -0.129)
C (-1.509, -0.218, 0.681)
O (-2.441, -0.955, 0.925)
C (-1.450, 1.213, 1.162)
H (2.261, 0.877, -1.611)
H (0.762, 0.424, -2.439)
H (1.886, -0.842, -1.880)
H (1.562, -1.770, 0.239)
H (1.068, -0.651, 1.612)
H (-0.610, -1.475, -0.880)
H (-2.018, 1.317, 2.088)
H (-0.423, 1.568, 1.277)
H (-1.920, 1.842, 0.395)